[1]
12
Properties=species:S:1:pos:R:3:mulliken_charge:R:1 method="wB97M-V/def2-TZVPD" total_energy_ha=-1677.6289 homo_energy_ev=-8.3 orbital_gap_ev=4.579 largest_force_ev_per_a=2.666 lumo_energy_ev=-3.76 de_lowest_kcal_mol=87.2
H 1.7224 0.9208 -0.5497 0.33
Cl -0.8794 3.3815 0.7291 -0.61
H 0.3918 -0.8220 0.8191 0.60
S -2.6584 -1.3244 1.4095 -0.19
C -0.0127 0.0773 0.4369 -0.64
C 0.6595 0.8135 -0.6954 -1.21
S -2.2647 -0.9786 -1.8686 -0.16
H 0.0064 0.5394 1.5146 0.39
H 0.0938 1.7966 -0.9474 0.23
H 0.6693 0.1808 -1.5487 0.41
H -1.5153 -1.2877 2.1402 0.18
P -1.7467 -0.2421 -0.1682 0.67

=====

[2]
32
Properties=species:S:1:pos:R:3:mulliken_charge:R:1 method="wB97M-V/def2-TZVPD" total_energy_ha=-1306.1457 homo_energy_ev=-6.4 orbital_gap_ev=4.397 largest_force_ev_per_a=7.248 lumo_energy_ev=-1.98
O 3.9759 -0.9267 -0.4525 -0.22
H -0.4551 1.6011 1.4811 0.27
H -4.0034 -2.8007 -0.3166 0.32
H -1.7952 -3.4580 0.5995 0.30
C -3.2180 -1.9141 -0.4662 -0.51
H 0.3210 2.4252 -0.7139 0.38
H -4.4284 -1.1555 1.1099 0.40
H -2.8214 0.9472 1.5230 0.38
C -1.1906 -0.2100 0.2376 0.19
C 4.2199 -2.0831 0.4239 -0.03
C 3.3369 0.0074 0.4887 0.30
H 0.7815 0.6902 -1.3780 0.31
H 0.7153 0.1245 1.5527 0.35
N 3.7585 -1.8606 1.8637 -0.31
C -2.5069 -0.1632 1.2432 -0.79
O 2.0657 4.2325 -1.1074 -0.65
O 3.2478 5.7132 -2.1267 -0.63
S 2.7114 1.7394 -0.0137 0.01
H -2.2708 -0.6965 2.2818 0.26
O 2.4012 4.0690 -3.2263 -0.66
H -3.3403 -1.6001 -1.6108 0.29
N -3.6450 -0.8141 0.4800 -0.06
N 2.5715 4.6716 -2.1535 0.95
H -1.4364 0.2004 -0.8439 0.26
C 0.0491 0.7503 0.8193 -0.48
H -4.0806 -0.0509 -0.1202 0.42
H -1.3702 -3.0345 -1.1926 0.29
H 4.7225 -3.0904 0.0736 0.33
C 0.8959 1.4201 -0.4428 -0.65
C -1.7419 -2.5593 -0.1664 -0.47
O -0.7088 -1.5994 0.2493 -0.34
N 3.2392 -0.5750 1.9040 -0.20

=====

[3]
62
Properties=species:S:1:pos:R:3:mulliken_charge:R:1 method="wB97M-V/def2-TZVPD" total_energy_ha=-2816.5670 homo_energy_ev="-11.1 / -11.1" orbital_gap_ev="6.098 / 6.098" largest_force_ev_per_a=2.752 total_charge=+1 lumo_energy_ev="-5.00 / -5.00" de_lowest_kcal_mol=0.0
C -2.8599 -16.6115 -0.2522 0.52
H -2.2487 -19.5974 1.4480 0.42
O 0.8418 -14.3700 -1.4325 -0.59
O 0.3078 -18.7972 2.1689 -0.37
H -5.5387 -15.7921 -2.3385 0.35
C -2.7036 -17.7692 3.2545 -1.13
H 1.5369 -18.7764 0.0145 -0.83
N 2.5068 -15.5900 6.9594 -0.42
C 1.6126 -12.9597 4.8155 -0.23
H -1.1741 -20.2910 0.1389 0.36
C -4.2535 -14.9976 0.7632 -0.73
H -2.8623 -19.6648 -0.1371 0.43
H 0.2180 -18.2588 -2.1482 0.30
Si -2.1146 -16.1462 2.4832 0.78
H -0.5090 -19.2238 1.8768 -0.28
H 3.1923 -15.4949 2.6651 0.14
N 1.7742 -11.8140 4.8381 -0.45
C -2.3306 -14.9212 3.9155 -1.13
H -1.9974 -18.5253 3.6991 0.18
H 5.4209 -15.7005 2.4078 0.50
C 4.6489 -18.6374 1.0022 -0.47
H -1.5218 -18.0403 -2.4803 0.49
C -0.6875 -17.6261 -1.9323 -1.36
H -1.5382 -15.1931 4.7287 0.28
H 0.7293 -20.4121 3.4722 0.48
S 0.6816 -16.7794 3.9920 -0.45
C -4.9126 -15.8528 -1.4078 -0.56
H 4.9357 -19.6510 0.5541 0.42
H -3.6292 -17.3547 -2.1794 0.32
C 4.9114 -16.5477 2.0027 -0.84
C 0.9585 -15.0660 3.9572 0.45
C 1.2482 -19.7561 2.7977 -0.64
C 3.5407 -16.3672 2.0900 0.12
C -5.1287 -14.9764 -0.3415 -0.73
C 1.5563 -14.3667 4.9265 1.16
H -0.4930 -16.6014 -2.3541 0.33
W 0.5208 -16.6113 1.5168 1.85
C 5.4715 -17.6532 1.4619 -0.55
H 2.7171 -21.0734 1.9311 0.44
N 0.5780 -15.2157 -0.6638 0.83
H 2.0215 -19.2065 3.3663 0.41
H -3.1987 -18.3388 2.4515 0.30
H -3.3675 -15.1330 4.3232 0.45
H 2.8277 -19.8703 -0.3253 0.80
C 2.0633 -15.0374 6.0700 -0.21
C -3.1616 -15.8910 0.8932 0.52
C 3.2983 -18.4233 1.1093 0.23
C -3.7512 -16.7094 -1.3228 -0.77
H 1.1628 -21.1902 1.0940 0.43
C 2.2910 -19.4143 0.4995 -0.05
C 1.8396 -20.4796 1.5534 -0.75
H -3.5435 -17.5483 3.8914 0.57
H -4.4426 -14.3989 1.6264 0.44
H 6.5667 -17.7908 1.3609 0.41
C -1.8792 -19.4707 0.3656 -1.59
H -2.1872 -13.8632 3.7329 0.42
Si -1.2986 -17.6289 -0.1701 0.87
H -6.0725 -14.4011 -0.2816 0.36
N 2.7568 -17.3066 1.6706 0.30
O 1.3656 -16.1424 -0.3083 -0.52
O -0.4121 -15.1637 0.0828 -0.61
S 0.4067 -14.4402 2.3752 -0.35

=====

[4]
16
Properties=species:S:1:pos:R:3:mulliken_charge:R:1 method="wB97M-V/def2-TZVPD" total_energy_ha=-785.8931 homo_energy_ev="-15.5 / -15.5" smiles="O=[N+]([O-])C1=C([N+](=O)[O-])[N+](=O)OCN1" orbital_gap_ev="8.235 / 8.237" largest_force_ev_per_a=4.698 total_charge=+1 lumo_energy_ev="-7.23 / -7.23" de_lowest_kcal_mol=0.0
O 1.1844 -2.7991 0.2604 -0.43
O 0.0878 -1.5401 2.2323 -0.47
C -0.0165 0.1805 0.6872 0.14
O 0.5092 1.2415 -1.6470 -0.35
N 0.0810 -0.3149 2.2039 0.96
H -1.5218 1.4793 -1.2754 0.34
H -0.3204 2.7908 -1.1518 0.38
C -0.5161 1.8197 -1.0003 -0.27
N -0.3026 1.4290 0.5060 -0.13
N 0.2252 -2.3188 -0.1750 0.94
O -0.8238 -2.7014 -0.4889 -0.49
O 0.9934 -0.8283 -2.5159 -0.44
C 0.2424 -0.7589 -0.3582 0.28
O 0.2395 0.5074 3.0733 -0.48
H -0.6140 2.0933 1.2014 0.28
N 0.5521 -0.2800 -1.5521 0.73

=====

[5]
74
Properties=species:S:1:pos:R:3:mulliken_charge:R:1 method="wB97M-V/def2-TZVPD" total_energy_ha=-4541.9259 homo_energy_ev="-19.8 / -19.8" spin_multiplicity=3 orbital_gap_ev="4.471 / 4.463" largest_force_ev_per_a=4.342 total_charge=+4 lumo_energy_ev="-15.33 / -15.29" de_lowest_kcal_mol=5.9
H -4.8122 -1.0314 0.6533 0.51
C 3.9229 0.1027 1.9417 -0.39
C -3.9279 1.3213 -0.7248 -1.26
H 1.7279 2.1717 -2.4859 0.35
C 0.2609 0.0989 3.2108 0.04
H 1.5417 -3.8604 -2.0364 0.55
H 4.5013 -0.3294 -0.0642 0.40
C -4.0281 -1.0500 -2.2692 -1.17
C 1.0164 -0.7982 1.3237 -1.34
C 3.2386 -0.0030 -4.6356 -0.82
H -0.1272 -3.3653 0.7872 0.28
H 1.7983 -2.1945 -2.6521 0.40
C 3.9283 0.3960 0.5200 -0.19
H 2.2408 2.2509 -0.7800 -0.03
H -4.9963 1.1428 -0.5326 0.61
H -3.6075 -2.3303 0.3640 0.42
C 1.8162 0.2177 -6.5918 -0.71
C -1.1567 3.4269 -2.0680 -1.24
H 4.3322 -0.8495 2.2950 0.40
H -5.0912 -0.8027 -2.1340 0.49
H -0.6449 -4.1950 -3.0606 0.53
H 4.2307 -0.1030 -4.1901 0.42
H 2.2196 -0.0217 -2.7183 0.76
H -2.6355 1.0397 1.6799 0.13
C -1.9210 1.7246 3.6397 -0.87
P -0.3129 -2.4302 -1.4563 0.65
H -2.7844 2.3641 3.8334 0.50
H 4.2125 1.4171 0.2639 0.48
P -0.1802 2.3343 -0.9631 1.05
H -1.7794 -3.5449 0.1469 0.25
H -1.1477 3.0444 -3.0972 0.38
C 1.4454 -2.7908 -1.8015 -1.36
H 2.0691 -2.5581 -0.9289 0.37
H -3.5104 1.9105 0.1011 0.32
H 0.4698 2.7915 1.3392 0.35
H -0.9925 -2.5997 -3.7983 0.37
H 1.0579 0.7527 5.0905 0.51
H 1.6736 -1.3209 0.6315 0.84
N 1.3332 -0.5700 2.6113 -0.06
C -0.8927 1.6510 4.5926 -0.79
H 3.9744 0.0566 -6.6664 0.44
C -1.1211 -3.2170 -2.9001 -1.14
P -3.0913 -0.3042 -0.8760 1.22
H -0.4691 -4.6213 -0.4392 0.49
H 0.0848 4.2971 0.4499 0.55
C 0.6862 0.2572 -5.7655 -0.68
H 1.7023 0.2895 -7.6746 0.46
H -3.9119 -2.1404 -2.2701 0.33
C -0.2167 3.2526 0.6186 -1.27
C -0.7142 -3.6018 -0.1087 -0.98
C -1.8578 0.9973 2.4424 -0.40
H -2.1959 3.4906 -1.7227 0.36
C 1.5336 2.6507 -1.5188 -1.07
Mo -0.7764 -0.0989 -1.0968 0.11
H -1.2260 3.2290 1.0466 0.33
N -0.1991 -0.3290 1.0372 0.73
C 3.0925 0.0869 -6.0235 -0.59
H 3.7866 0.9233 2.6501 0.39
Se -0.9097 0.2290 -3.2905 0.17
C 0.2286 0.8335 4.3888 -0.86
C 2.1054 0.0380 -3.8057 -0.38
H 2.2916 -0.6324 2.9750 0.18
C -3.7419 -1.2563 0.5429 -1.29
H -3.2182 -0.9826 1.4653 0.36
H 2.7536 0.2767 0.1122 -0.09
C -0.7323 0.1982 2.2389 0.64
H 1.6807 3.7363 -1.6114 0.56
H -3.8142 1.8917 -1.6561 0.33
C 0.8438 0.1630 -4.3784 0.85
H -0.7040 4.4288 -2.0462 0.49
H -3.6825 -0.6521 -3.2316 0.41
H -2.1926 -3.3620 -2.7202 0.31
H -0.3150 0.3612 -6.1846 0.46
H -0.9751 2.2458 5.5024 0.46